Record 1
Molecular formula: C3H9NS
Method: DFT, ωB97M-V/def2-TZVPD

Each line ends with the Löwdin spin population.
Geometry (Å):
C 1.0578 1.4023 -2.2963  0.105
S 0.0360 -0.0763 -2.2139  0.915
H 1.5248 1.6289 -1.3391  0.000
H 1.8262 1.2242 -3.0409  0.017
H 0.3896 2.2478 -2.5029  0.025
C -0.9569 -1.7137 1.0913  -0.004
C -0.1533 0.3821 1.4790  0.000
N -0.3082 -0.8887 2.0778  -0.055
H -1.1266 -2.6862 1.5607  0.001
H -0.2614 -1.9253 0.2708  -0.001
H -1.9191 -1.3382 0.7299  -0.002
H -0.9438 0.7599 0.8350  -0.001
H 0.0720 1.1745 2.1960  0.001
H 0.7631 -0.1915 1.1525  -0.001

The charge is +1. The expectation value of S² is 0.78. The spin multiplicity is 2. As for the energy above the lowest of the compared OMol25 structures with the same formula, charge and spin: 4.133 eV. The HOMO energy (spin up / spin down) comes out at -13.478 / -12.823 eV. As for the maximum force: 3.9 eV Å⁻¹. Its LUMO energy (spin up / spin down) is -7.84 / -8.19 eV.

=====

Record 2
Molecular formula: C2H8NO2P
Method: DFT, ωB97M-V/def2-TZVPD

Each line ends with the Löwdin charge.
Geometry (Å):
C 0.7779 0.1898 -1.9190  -0.130
C 0.4956 -0.1532 2.2345  -0.149
N -1.2835 1.7058 -0.8257  -0.219
O 0.2258 -0.2271 -0.6789  -0.505
O -0.3182 0.5666 1.7584  -0.157
P -1.2310 0.3316 -0.1711  0.788
H -0.0352 0.7680 -2.3072  0.035
H 0.9644 -0.6896 -2.4272  0.056
H 1.6611 0.7423 -1.6179  0.090
H 0.2850 -0.4497 3.3153  0.107
H 1.4939 -0.4993 1.9361  0.097
H -0.1906 -2.3210 0.8894  0.047
H -1.9923 2.2892 -0.6934  -0.093
H -0.8528 -2.2534 0.5066  0.034

The charge is 0. As for the energy above the lowest of the compared OMol25 structures with the same formula, charge and spin: 5.052 eV. The HOMO energy comes out at -8.664 eV. As for the maximum force: 4.8 eV Å⁻¹. Its LUMO energy is -0.07 eV.

=====

Record 3
Molecular formula: C20H24O3
Method: DFT, ωB97M-V/def2-TZVPD

Each line ends with the Löwdin charge.
Geometry (Å):
C -2.5741 3.7803 -1.8040  -0.075
C -2.8283 2.3092 -1.6582  -0.233
O -2.1760 1.8964 -0.4414  -0.042
C -2.1698 0.5474 -0.2977  -0.475
C -1.6882 0.1857 1.0390  -0.095
C -1.9446 -1.1453 1.5253  -0.390
O -2.1727 -2.1174 0.8080  -0.002
C -1.9231 -1.3853 3.0531  -0.120
C -1.7540 -0.1529 3.9235  -0.214
C -0.8405 0.9039 3.2948  -0.196
C -1.3616 1.3207 1.9134  -0.194
O -2.4912 -0.1933 -1.2228  0.030
H -2.9497 4.1306 -2.7662  0.076
H -3.0886 4.3487 -1.0240  0.079
H -1.5077 4.0181 -1.7516  0.067
H -3.9021 2.0890 -1.5563  0.134
H -2.4109 1.7492 -2.5036  0.100
H -2.8541 -1.9079 3.3160  0.118
H -1.1019 -2.0935 3.2473  0.114
H -2.7422 0.2863 4.1090  0.113
H -1.3586 -0.4595 4.8976  0.102
H -0.8129 1.7863 3.9460  0.105
H 0.1854 0.5225 3.1940  0.110
H -0.6120 1.9603 1.4162  0.113
H -2.2757 1.9341 2.0423  0.127
C -0.1617 -1.9673 -1.5988  -0.097
C 0.2972 -3.3825 -1.0768  -0.127
C 1.4821 -3.0543 -0.2240  0.033
C 1.7251 -1.6894 -0.1956  -0.002
C 0.8059 -0.9948 -1.0200  -0.080
C 0.9299 0.3679 -1.4518  -0.159
C 1.8828 1.2304 -0.8530  -0.003
C 2.1310 2.4986 -1.3687  -0.065
C 1.4225 2.9664 -2.4805  -0.060
C 0.4523 2.1466 -3.0682  -0.070
C 0.1872 0.8824 -2.5517  -0.006
H -0.2598 -1.9061 -2.6884  0.136
H -1.1588 -1.7755 -1.1789  0.106
H -0.5246 -3.8105 -0.4885  0.123
H 0.5089 -4.0629 -1.9115  0.123
H 2.0606 -3.8171 0.2931  0.117
H 2.5261 -1.1968 0.3553  0.113
H 2.4267 0.8766 0.0244  0.110
H 2.8853 3.1328 -0.9039  0.108
H 1.6178 3.9569 -2.8954  0.111
H -0.1145 2.4901 -3.9364  0.116
H -0.5842 0.2549 -3.0064  0.118

The charge is 0. As for the energy above the lowest of the compared OMol25 structures with the same formula, charge and spin: 0.341 eV. The HOMO energy comes out at -6.484 eV. As for the maximum force: 2.0 eV Å⁻¹. Its LUMO energy is -2.02 eV.

=====

Record 4
Molecular formula: C4H10NO
Method: DFT, ωB97M-V/def2-TZVPD

Each line ends with the Löwdin charge.
Geometry (Å):
C -2.0220 0.6374 0.1942  -0.082
C -0.8709 1.5691 -0.0996  0.115
C 2.8438 -0.4830 0.6320  0.088
C -0.4396 -1.0409 -0.5594  -0.193
N -1.1727 0.1578 -0.8015  -0.034
O -0.0160 -1.3536 0.6215  0.025
H -2.0090 0.0467 1.0571  0.118
H -3.0538 0.8826 -0.0938  0.154
H -1.0332 2.4308 -0.7770  0.141
H -0.0005 1.5795 0.4294  0.083
H 3.1369 0.3427 -0.0299  0.018
H 2.8647 -1.5195 0.2590  0.020
H 2.4735 -0.2452 1.6144  0.004
H -0.1550 -1.6860 -1.4279  0.160
H -1.5659 0.1992 -1.8158  0.245
H 1.0196 -1.5176 0.7973  0.138

The charge is +1. As for the energy above the lowest of the compared OMol25 structures with the same formula, charge and spin: 6.233 eV. The HOMO energy (spin up / spin down) comes out at -12.983 / -12.304 eV. As for the maximum force: 4.1 eV Å⁻¹. Its LUMO energy (spin up / spin down) is -4.25 / -4.08 eV.

=====

Record 5
Molecular formula: C7H12
Method: DFT, ωB97M-V/def2-TZVPD

Each line ends with the Löwdin charge.
Geometry (Å):
C 0.0295 -0.5009 -2.1148  -0.075
C -0.9481 1.2325 -0.5881  -0.023
C -0.7110 0.7145 0.7412  -0.328
C -0.7375 -0.8322 0.9960  -0.110
C 0.7266 -0.7898 1.4147  -0.204
C 1.6118 -0.0832 0.4427  -0.023
C 0.7828 0.7418 1.2894  -0.188
H -0.4936 0.1219 -2.8478  0.034
H -0.6840 -1.2516 -1.7627  0.022
H 0.8050 -1.0415 -2.6687  0.026
H -0.5116 2.1915 -0.8693  0.078
H -1.7403 0.8516 -1.2132  0.056
H -1.3355 1.2890 1.4382  0.135
H -0.9619 -1.4550 0.1300  0.081
H -1.4055 -1.1020 1.8166  0.109
H 1.1072 -1.3579 2.2650  0.128
H 2.6838 -0.0489 0.6300  0.095
H 0.7138 -0.1002 -1.1934  0.053
H 1.0686 1.4205 2.0942  0.132

The charge is 0. As for the energy above the lowest of the compared OMol25 structures with the same formula, charge and spin: 6.671 eV. The HOMO energy (spin up / spin down) comes out at -7.164 / -7.891 eV. As for the maximum force: 2.5 eV Å⁻¹. Its LUMO energy (spin up / spin down) is -0.20 / 1.05 eV.

=====

Record 6
Molecular formula: C4H7N
Method: DFT, ωB97M-V/def2-TZVPD

Each line ends with the Löwdin charge.
Geometry (Å):
C -0.2499 -0.7738 -0.3485  -0.187
C 1.0741 -0.3746 0.1855  -0.217
C -1.2781 0.4038 -0.2396  -0.254
C 1.6785 0.7942 0.1653  -0.004
N -2.3424 0.4343 0.4184  0.082
H -2.5329 -0.4049 0.9687  0.047
H -1.0483 1.2885 -0.8285  0.096
H -0.1633 -1.0293 -1.4093  0.114
H -0.6454 -1.6322 0.2002  0.102
H 1.6237 -1.3007 0.5449  0.117
H 1.2020 1.6890 -0.1987  0.051
H 2.6820 0.9057 0.5416  0.052

The charge is 0. The SMILES is [H]/N=C\CC=C. As for the energy above the lowest of the compared OMol25 structures with the same formula, charge and spin: 1.299 eV. The HOMO energy comes out at -9.541 eV. As for the maximum force: 2.6 eV Å⁻¹. Its LUMO energy is 1.11 eV.

=====

Record 7
Molecular formula: C5H7NO
Method: DFT, ωB97M-V/def2-TZVPD

Each line ends with the Löwdin charge.
Geometry (Å):
C 0.7207 0.0210 1.6607  -0.050
C -0.0082 0.4075 0.4112  -0.225
C -0.5765 1.5991 0.1004  -0.092
O -1.1367 1.5741 -1.1279  -0.009
C -0.9355 0.3205 -1.6264  -0.075
C -0.2448 -0.4373 -0.7333  -0.288
N 0.1316 -1.7859 -0.8577  0.092
H 0.9476 0.8995 2.2716  0.078
H 1.6739 -0.4699 1.4266  0.077
H 0.1360 -0.6723 2.2769  0.083
H -0.6575 2.5328 0.6412  0.130
H -1.3455 0.1196 -2.6038  0.122
H 0.7296 -2.0907 -0.1016  0.071
H 0.5854 -1.9906 -1.7374  0.087

The charge is 0. The SMILES is Cc1cocc1N. As for the energy above the lowest of the compared OMol25 structures with the same formula, charge and spin: 0.816 eV. The HOMO energy comes out at -8.024 eV. As for the maximum force: 0.3 eV Å⁻¹. Its LUMO energy is 0.93 eV.

=====

Record 8
Molecular formula: CH4N2O
Method: DFT, ωB97M-V/def2-TZVPD

Each line ends with the Löwdin charge.
Geometry (Å):
C 0.1757 -0.1498 -0.5406  -0.338
H -0.2997 -1.1956 2.0969  0.041
H 0.1396 1.0173 0.7957  0.109
H 0.0986 -1.1785 -1.0856  0.143
H 0.1643 1.3042 -2.3275  0.133
N 0.2866 0.0019 0.8204  -0.059
N 0.2346 0.9863 -1.2035  0.011
O -0.7997 -0.7857 1.4442  -0.040

The charge is 0. The SMILES is [H]/N=C/NO. As for the energy above the lowest of the compared OMol25 structures with the same formula, charge and spin: 4.408 eV. The HOMO energy comes out at -9.558 eV. As for the maximum force: 5.7 eV Å⁻¹. Its LUMO energy is 0.98 eV.